The following is a quantum chemistry calculation of C4H7N in the gas phase at a distorted geometry, from OMol25.

Structure (ORCA input):
```
! wB97M-V def2-TZVPD RIJCOSX def2/J DEFGRID3
* xyz 0 1
H -1.2236 2.0945 1.4004
N -0.9049 2.1388 0.4470
C -0.1768 1.1953 -0.0106
C 0.4821 0.6962 -1.2331
C 0.4423 -0.1752 0.0528
C -0.2796 -1.6405 0.5827
H -0.0914 0.6731 -2.0876
H 1.4870 0.8693 -1.5299
H 1.3445 0.0212 0.5740
H -0.9380 -2.0676 -0.1798
H -0.6627 -1.5136 1.5590
H 0.5211 -2.2915 0.4252
*
```

Calculated values
LUMO: 0.0356 hartree
SMILES: [H]/N=C1/C[C@@H]1C
Total energy: -211.25154 Eh
ΔE to the lowest compared entry with this formula, charge and spin: 286.5 kJ/mol
HOMO energy: -8.91 eV
Maximum force: 4.9 eV/Å